Record 1
C23H26BrN5O10P2Rb | ωB97M-V/def2-TZVPD

E_HOMO ... -0.2315 hartree
Energy ... -5199.52331 Eh
ΔE to the lowest compared entry with this formula, charge and spin ... 74.90 kJ/mol

```
! wB97M-V def2-TZVPD RIJCOSX def2/J DEFGRID3
* xyz -1 1
Rb 0.34278 -0.00988 -3.09894
C 2.75349 4.02527 -4.03078
C 2.60871 3.27243 -2.70157
O 3.30921 3.94948 -1.65957
P 3.34491 1.62902 -2.93491
O 3.33271 0.80280 -1.56828
O 4.89565 1.99041 -3.08486
O 2.76709 0.87091 -4.05934
P 0.80527 3.27684 -2.24979
O 0.75331 2.30846 -0.94635
O 0.58122 4.68000 -1.81126
O 0.01109 2.63103 -3.34956
H 3.81149 4.16125 -4.25741
H 2.28183 5.00250 -3.92375
H 2.26875 3.48290 -4.84147
H 2.66195 4.57968 -1.30045
H 2.70720 0.06293 -1.56396
H 5.39357 1.22582 -3.39977
H 0.20498 1.51709 -1.04094
N -0.82238 0.67792 5.03930
C -0.60355 0.36298 6.36367
C -0.86816 1.03930 7.54881
C -0.50829 0.40172 8.72062
C 0.09396 -0.86663 8.71046
C 0.35472 -1.52887 7.52792
C 0.00277 -0.90052 6.33468
N 0.15703 -1.32945 5.02662
C -0.33749 -0.36988 4.29602
C -0.38650 -0.35408 2.82610
C -1.27623 0.46187 2.13715
C -1.24164 0.46371 0.75325
N -0.39097 -0.27351 0.04379
C 0.44155 -1.07902 0.70685
C 0.47561 -1.15597 2.09112
H -1.15332 1.55169 4.67247
H -1.33216 2.01690 7.55894
H -0.69463 0.89079 9.66796
H 0.35906 -1.32989 9.65178
H 0.82100 -2.50472 7.51265
H -2.00487 1.07757 2.64906
H -1.92497 1.07980 0.18082
H 1.08919 -1.69090 0.08960
H 1.16681 -1.81614 2.59493
C -3.33571 3.97835 -2.78033
N -2.68272 2.69412 -2.83435
C -3.18033 1.54622 -2.33775
N -4.50048 1.57999 -1.89613
O -2.51642 0.51716 -2.24192
H -2.58757 4.74207 -2.98373
H -3.75445 4.17649 -1.78975
H -4.13496 4.07713 -3.52441
H -1.70312 2.64920 -3.14867
H -5.12419 2.23355 -2.34071
H -4.87815 0.65501 -1.77148
Br 2.38997 -4.59006 -0.39876
C 0.97949 -5.18681 -1.53497
C 0.58607 -6.50341 -1.31898
C -0.41423 -7.06815 -2.08917
C -1.01453 -6.31461 -3.08840
C -0.60528 -5.01106 -3.29597
C 0.39033 -4.40790 -2.52667
C 0.70790 -2.93919 -2.84439
O 1.36222 -2.29637 -1.99025
O 0.24879 -2.50568 -3.91993
H 1.07264 -7.07744 -0.54225
H -0.71645 -8.09210 -1.90887
H -1.79677 -6.74261 -3.70263
H -1.04376 -4.39747 -4.07116
*
```

***

Record 2
C17H22FeN5O2 | ωB97M-V/def2-TZVPD

E_HOMO (alpha / beta) ... -0.5306 / -0.5303 hartree
⟨S²⟩ ... 0.776
Energy ... -2348.49320 Eh
ΔE to the lowest compared entry with this formula, charge and spin ... 0.00 kJ/mol

```
! wB97M-V def2-TZVPD RIJCOSX def2/J DEFGRID3
* xyz 2 2
Fe -0.26573 -0.93399 -1.09559
C 2.75510 -3.86853 -0.74487
C 2.00188 -5.01323 -0.51565
C 0.61985 -4.93979 -0.50944
C 0.00681 -3.71693 -0.72844
N 0.75254 -2.60548 -0.91590
C 2.09078 -2.67849 -0.94278
C -1.43500 -3.44483 -0.81524
C -2.45539 -4.38440 -0.78082
C -3.77046 -3.96580 -0.93807
C -4.06813 -2.62518 -1.12700
C -3.05258 -1.66899 -1.15714
C -1.74860 -2.09928 -1.00710
H 3.83420 -3.89912 -0.77845
H 2.49450 -5.96265 -0.35347
H 0.01776 -5.82230 -0.34719
H 2.62780 -1.75670 -1.13660
H -2.23729 -5.43589 -0.64473
H -4.56864 -4.69484 -0.92113
H -5.09682 -2.31515 -1.25401
H -3.29639 -0.62379 -1.30657
N -0.27698 -0.51306 0.79991
C -0.65422 0.92003 1.01566
C 0.26271 1.65254 1.99510
C 1.71722 1.88518 1.56731
C 1.97253 2.95857 0.50544
N 1.48343 4.25878 0.95739
C 0.90134 5.19555 0.20939
N 0.35861 6.25816 0.80613
N 0.91033 5.12863 -1.11553
C -0.74354 1.62590 -0.33199
O -0.96843 2.80616 -0.39875
O -0.53830 0.84747 -1.37891
H -0.95902 -1.11697 1.25398
H 0.61963 -0.73519 1.22877
H -1.65814 0.92457 1.44206
H 0.25194 1.10229 2.93848
H -0.21602 2.61134 2.20115
H 2.19356 0.96175 1.22164
H 2.28455 2.16470 2.45959
H 1.48219 2.71181 -0.43190
H 3.04582 3.01474 0.31363
H 1.58178 4.46565 1.93928
H 0.20287 6.27572 1.79915
H -0.04475 7.00600 0.26755
H 1.28969 4.32915 -1.59049
H 0.29503 5.71591 -1.65385
*
```

***

Record 3
C4H4 | ωB97M-V/def2-TZVPD

E_HOMO ... -0.3356 hartree
Structure (SMILES) ... C#C.C#C
Energy ... -154.60443 Eh
ΔE to the lowest compared entry with this formula, charge and spin ... 304.68 kJ/mol

```
! wB97M-V def2-TZVPD RIJCOSX def2/J DEFGRID3
* xyz 0 1
C -1.20071 -0.17844 -0.72369
C -1.19714 0.95078 -0.36329
C 1.26797 -0.96180 0.66615
C 1.13854 0.20083 0.39891
H -1.14650 -1.19416 -0.99173
H -1.69999 1.80774 0.12708
H 1.27806 -1.97732 0.67356
H 1.51649 1.29555 0.32257
*
```

***

Record 4
C3H10N2O | ωB97M-V/def2-TZVPD

E_HOMO ... -0.3381 hartree
Structure (SMILES) ... NC=O.CCN
Energy ... -305.04370 Eh
ΔE to the lowest compared entry with this formula, charge and spin ... 81.26 kJ/mol

```
! wB97M-V def2-TZVPD RIJCOSX def2/J DEFGRID3
* xyz 0 1
C -0.58495 0.32401 -1.71278
C -0.62764 1.26386 -2.92943
N -0.62112 2.69465 -2.57140
H -1.54649 -0.05886 -1.47045
H 0.07851 -0.54411 -1.73037
H -0.29069 0.85119 -0.79807
H 0.21698 0.99545 -3.55845
H -1.51523 1.07830 -3.51539
H -1.58326 2.98052 -2.45201
H -0.15430 2.79540 -1.67956
C 1.28280 -1.76368 3.18881
N 0.82615 -2.40814 4.28958
O 1.61765 -0.59900 3.19210
H 1.29203 -2.34056 2.25030
H 0.78667 -1.86002 5.13037
H 0.82290 -3.40901 4.36675
*
```

***

Record 5
C5H14NO2 | ωB97M-V/def2-TZVPD

E_HOMO (alpha / beta) ... -0.4292 / -0.4250 hartree
Energy ... -403.75005 Eh
ΔE to the lowest compared entry with this formula, charge and spin ... 502.29 kJ/mol

```
! wB97M-V def2-TZVPD RIJCOSX def2/J DEFGRID3
* xyz 1 1
C -2.14933 -0.31813 -1.19715
C 1.80800 -1.27843 -0.38881
C 0.97805 1.16026 -0.50397
C -1.69601 -0.63396 0.18493
C 0.84064 -0.22845 0.15708
N 0.83902 -0.17717 1.54942
O -0.08966 1.93455 0.02367
O -1.66950 0.22610 1.22210
H -1.99431 0.65568 -1.60889
H -3.26254 -0.40729 -1.33391
H -1.66719 -1.11678 -1.67703
H 2.82846 -0.81182 -0.40682
H 1.71247 -2.23114 0.10804
H 1.61231 -1.52610 -1.40381
H 1.94284 1.58089 -0.20940
H 0.76848 1.17835 -1.66160
H -1.51118 -1.67994 0.52560
H 1.55848 0.52190 1.99874
H 0.98622 -1.08121 2.05944
H -0.29976 0.18129 1.96248
H 0.03072 2.83933 -0.22606
H -1.56620 1.21208 0.82595
*
```

***

Record 6
C5H11NO | ωB97M-V/def2-TZVPD

E_HOMO ... -0.3141 hartree
Energy ... -327.04082 Eh
ΔE to the lowest compared entry with this formula, charge and spin ... 237.68 kJ/mol

```
! wB97M-V def2-TZVPD RIJCOSX def2/J DEFGRID3
* xyz 0 1
C -2.50239 0.16382 -0.46398
C -1.04200 -0.07848 -0.15958
C -0.67607 -0.35920 1.29254
N 0.79601 -0.39793 1.21982
C 1.38357 0.47499 0.35664
O 0.99016 1.64098 0.16894
C 2.62754 0.06032 -0.34281
H -2.63997 0.30533 -1.54339
H -3.20227 -0.62573 -0.15370
H -2.79901 1.08726 0.03450
H -0.72844 -1.01760 -0.71176
H -0.35373 1.15585 -0.15902
H -1.00196 0.47574 1.91680
H -1.01848 -1.28113 1.79078
H 1.21895 -1.31469 1.27104
H 2.43534 -0.00887 -1.41988
H 3.04085 -0.88071 0.01870
H 3.31719 0.88818 -0.17759
*
```

***

Record 7
C6H12O | ωB97M-V/def2-TZVPD

E_HOMO ... -0.3247 hartree
Structure (SMILES) ... C=C(O)CCCC
Energy ... -311.03079 Eh
ΔE to the lowest compared entry with this formula, charge and spin ... 74.79 kJ/mol

```
! wB97M-V def2-TZVPD RIJCOSX def2/J DEFGRID3
* xyz 0 1
C -0.65626 -1.64685 1.14974
C 0.43247 -0.87180 1.17132
O 0.84366 -0.21433 2.29406
C 1.27477 -0.48908 -0.01095
C 1.00755 0.97971 -0.40145
C -0.48222 1.29917 -0.53681
C -1.18348 0.38218 -1.54810
H -0.92922 -2.22507 0.27602
H -1.66255 -0.45244 -1.02814
H -1.32508 -1.69511 2.00624
H 0.30292 -0.52571 3.03235
H 2.33758 -0.61336 0.22785
H 1.04346 -1.15033 -0.85225
H 1.46593 1.64304 0.34109
H 1.50163 1.18153 -1.36151
H -0.59910 2.35421 -0.81080
H -0.96287 1.18644 0.44255
H -1.94127 0.90970 -2.13368
H -0.46793 -0.05192 -2.25752
*
```

***

Record 8
C23H31N3O2S | ωB97M-V/def2-TZVPD

E_HOMO ... -0.2914 hartree
Structure (SMILES) ... COc1ccc(CCNC(=S)NC2CCN(Cc3ccccc3)CC2)cc1OC
Energy ... -1607.95647 Eh
ΔE to the lowest compared entry with this formula, charge and spin ... 201.88 kJ/mol

```
! wB97M-V def2-TZVPD RIJCOSX def2/J DEFGRID3
* xyz 0 1
C 2.40790 3.91929 1.00583
H 1.87044 4.86707 1.04076
O 1.82634 3.20649 -0.06263
C 2.40444 2.06419 -0.54098
C 1.95439 1.67897 -1.79840
C 2.39191 0.51516 -2.40240
C 3.33557 -0.27962 -1.77298
C 3.81182 0.11111 -0.52740
C 3.34535 1.24809 0.11821
O 3.73529 1.59903 1.38210
C 4.65116 0.77007 2.06322
H 4.27198 -0.24999 2.17492
H 4.76915 1.22094 3.04724
H 5.62186 0.74677 1.55897
H 4.54188 -0.51287 -0.03914
C 3.76512 -1.59340 -2.36815
H 4.84095 -1.59994 -2.55235
H 3.25942 -1.73118 -3.32601
C 3.42146 -2.76583 -1.42651
N 2.18074 -2.53322 -0.72548
C 2.13605 -2.26621 0.59677
N 1.04545 -1.64742 1.09508
H 1.04018 -1.57255 2.10218
C 0.11949 -0.79091 0.37811
C -0.23766 0.41774 1.24185
C -1.22129 1.31490 0.47673
N -2.42611 0.63213 0.05853
C -2.11231 -0.54377 -0.72517
C -1.16564 -1.52614 -0.01685
H -1.64213 -1.92799 0.87903
H -0.94361 -2.36595 -0.67734
H -3.04712 -1.04453 -0.98534
H -1.63813 -0.20051 -1.65113
C -3.38760 0.38956 1.12143
C -4.73401 0.03708 0.54612
C -5.46343 -1.04030 1.02757
C -6.70556 -1.34258 0.49533
C -7.22699 -0.57302 -0.52935
C -6.50198 0.50142 -1.01915
C -5.26484 0.80570 -0.48310
H -4.68857 1.63635 -0.86090
H -6.90526 1.10419 -1.81983
H -8.19479 -0.80998 -0.94618
H -7.26476 -2.18295 0.88027
H -5.06034 -1.64773 1.82638
H -3.48353 1.32098 1.68989
H -3.07419 -0.39823 1.82575
H -1.49842 2.17369 1.09125
H -0.72367 1.69157 -0.42230
H -0.69140 0.07946 2.17661
H 0.66269 0.98392 1.48107
H 0.61749 -0.42270 -0.52939
S 3.32559 -2.75291 1.64661
H 1.42231 -2.18282 -1.29286
H 4.19130 -2.89620 -0.66286
H 3.34567 -3.69468 -2.00006
H 2.00037 0.23608 -3.36991
H 1.23203 2.31651 -2.28382
H 2.28833 3.39787 1.95783
H 3.46920 4.10974 0.83228
*
```

***

Record 9
H20N2O11 | ωB97M-V/def2-TZVPD

E_HOMO ... -0.3603 hartree
Energy ... -948.93139 Eh
ΔE to the lowest compared entry with this formula, charge and spin ... 113.44 kJ/mol

```
! wB97M-V def2-TZVPD RIJCOSX def2/J DEFGRID3
* xyz 0 1
N -2.99100 0.46836 -1.71749
H -3.97126 0.70989 -1.79550
H -2.83269 -0.42084 -2.07612
H -2.84378 0.59940 -0.71071
H -2.46808 1.30926 -2.14775
N 0.29782 0.16437 0.50755
O 1.44458 -0.28972 0.86696
O 0.19498 1.37423 0.15540
O -0.57501 -0.63021 0.29333
O -0.30682 -0.98213 -2.80871
H 0.46816 -0.55670 -2.99695
H 0.17101 -1.60194 -2.01305
O 3.28774 1.37233 -0.14249
H 4.11620 0.89505 -0.39225
H 2.49083 0.86794 -0.24639
O -0.58750 -3.56694 -0.61153
H -0.89788 -3.09193 0.13882
H 0.02542 -4.20913 -0.24595
O -1.81719 3.50577 0.41315
H -2.34144 3.47233 1.15482
H -1.07564 2.86735 0.56352
O 1.08469 -2.75682 2.29116
H 0.68689 -2.26809 2.93681
H 1.52221 -2.07197 1.66867
O -2.02636 -2.45957 1.73869
H -1.72151 -1.58910 1.32212
H -1.63939 -2.44369 2.68609
O 3.38257 1.35923 2.71960
H 2.35085 1.60695 2.83944
H 3.60992 1.32882 1.67762
O 0.75669 2.61607 -2.29297
H 1.49620 2.07517 -2.46829
H 0.70878 2.34625 -1.30758
*
```

***

Record 10
C7H15F10GaO2PS | ωB97M-V/def2-TZVPD

E_HOMO ... -0.1871 hartree
Energy ... -4089.20123 Eh

```
! wB97M-V def2-TZVPD RIJCOSX def2/J DEFGRID3
* xyz -1 1
C -2.38824 2.40759 -1.63042
C -3.36598 1.24090 -1.52951
F -4.68572 1.79011 -1.62258
C -3.17110 0.17266 -2.56774
Ga -1.70101 -1.13869 -2.10126
C -0.12948 -0.28691 -1.14853
C 0.66077 -1.33919 -0.36738
C 2.11785 -1.03895 -0.14926
F 2.73964 -0.79634 -1.34000
F 2.77034 -2.10706 0.40114
C 2.53618 0.19554 0.71173
F 3.87031 0.23389 0.79879
F 2.12984 1.31437 0.11013
S 1.85774 0.29013 2.50031
F 0.43361 0.68017 1.92315
F 2.27987 1.83150 2.56227
F 3.26492 -0.09951 3.14881
F 1.44436 -1.23911 2.52305
F 1.27354 0.44065 3.96362
P -2.56758 -2.72459 -0.54874
O -2.78327 -2.28396 0.87891
H -1.93708 2.46411 -2.62389
H -1.58654 2.32105 -0.89556
H -2.92243 3.33924 -1.43552
H -3.33191 0.81895 -0.51949
H -2.95351 0.62841 -3.54042
H -4.10606 -0.38772 -2.67113
H -1.19178 -1.97097 -3.38210
H 0.50290 0.20681 -1.89058
H -0.49536 0.47855 -0.45957
H 0.68409 -2.30884 -0.88276
H 0.18806 -1.52176 0.59939
H -1.78210 -3.91644 -0.62131
H -3.73391 -3.31910 -1.11904
O 5.59737 1.87474 4.62416
H 4.86108 1.28335 4.43522
H 5.62059 2.46638 3.86613
*
```